{"formula": "C2H7N3", "method": "ωB97M-V/def2-TZVPD", "smiles": "C/C(N)=N/N", "e_tot_ev": -6656.861, "de_lowest_kj_mol": 105.7, "orbital_gap_ha": 0.350, "homo_energy_ev": -8.4, "elements": ["C", "C", "N", "N", "N", "H", "H", "H", "H", "H", "H", "H"], "xyz": [[-1.0535, 1.3646, 0.2127], [-0.1117, 0.1794, 0.1782], [1.2456, 0.3601, 0.3605], [0.3722, -1.9422, -0.6347], [-0.6124, -0.8881, -0.2942], [1.5589, 1.3193, 0.3489], [1.7717, -0.4154, -0.1785], [-0.2104, -2.7410, -0.8704], [0.9086, -2.1868, 0.1973], [-1.8780, 1.1414, 0.8858], [-1.4702, 1.5659, -0.7744], [-0.5209, 2.2428, 0.5690]], "lowdin_charge": [-0.04, -0.53, 0.10, -0.03, -0.02, 0.08, 0.11, 0.06, 0.06, 0.07, 0.08, 0.06]}



{"formula": "C2H7N3O", "method": "ωB97M-V/def2-TZVPD", "smiles": "[H]/N=C/N.NC=O", "e_tot_ev": -8705.618, "de_lowest_kj_mol": 63.6, "orbital_gap_ha": 0.386, "homo_energy_ev": -9.6, "elements": ["N", "C", "N", "H", "H", "H", "H", "C", "N", "O", "H", "H", "H"], "xyz": [[-0.5211, -0.1639, -1.6001], [-0.5257, -1.5045, -1.3493], [-0.3068, -1.9807, -0.1948], [-0.7943, 0.1566, -2.5107], [0.0988, 0.4468, -1.0758], [-0.5989, -2.1757, -2.2077], [-0.3885, -2.9878, -0.2488], [0.3642, 1.5253, 1.2766], [0.1103, 0.2556, 1.6631], [0.9653, 1.8647, 0.2721], [-0.0339, 2.2889, 1.9634], [0.2813, -0.4878, 0.9909], [-0.7190, 0.1995, 2.2336]], "lowdin_charge": [0.09, -0.37, 0.04, 0.09, 0.06, 0.12, 0.04, -0.42, 0.12, -0.02, 0.12, 0.04, 0.10]}



{"formula": "C2H7N3O", "method": "ωB97M-V/def2-TZVPD", "smiles": "C/C(O)=N/NN", "e_tot_ev": -8702.573, "de_lowest_kj_mol": 357.4, "orbital_gap_ha": 0.310, "homo_energy_ev": -7.6, "elements": ["C", "C", "N", "N", "N", "O", "H", "H", "H", "H", "H", "H", "H"], "xyz": [[-0.3432, -0.6997, -0.3284], [-0.8202, -0.8274, -1.7095], [0.2432, 0.3652, 0.0299], [0.8224, 2.0988, 1.4439], [0.8457, 0.6470, 1.1575], [-0.5289, -1.7769, 0.6249], [-0.2224, -1.5270, -2.3611], [-1.8471, -1.0570, -1.6672], [-0.6680, 0.2213, -2.0947], [1.5742, 2.1994, 2.1157], [0.9298, 2.7461, 0.6598], [0.6033, 0.1484, 1.9848], [-0.5886, -2.5381, 0.1445]], "lowdin_charge": [-0.41, -0.04, 0.01, 0.00, -0.13, 0.04, 0.10, 0.06, 0.10, 0.05, 0.07, 0.11, 0.03]}



{"formula": "C2H7N3O", "method": "ωB97M-V/def2-TZVPD", "smiles": "[H]/N=C(/CO)NN", "e_tot_ev": -8703.698, "de_lowest_kj_mol": 248.8, "orbital_gap_ha": 0.376, "homo_energy_ev": -9.4, "elements": ["C", "C", "H", "H", "H", "H", "H", "H", "H", "N", "N", "N", "O"], "xyz": [[0.7473, 0.1534, 0.0760], [0.0632, 0.3108, -1.2922], [-1.4244, 0.8344, 1.3593], [-1.7598, -0.3787, 0.4159], [0.5554, -0.7919, 1.8396], [2.2882, 0.5372, 1.1149], [0.8122, 0.3928, -2.0573], [-0.4695, 1.2932, -1.2692], [-0.5944, -1.5712, -1.0749], [-1.3230, -0.1769, 1.2550], [0.0314, -0.4567, 1.0289], [1.9219, 0.6415, 0.1778], [-0.8486, -0.7877, -1.5739]], "lowdin_charge": [-0.48, -0.16, 0.09, 0.03, 0.14, 0.04, 0.10, 0.13, 0.08, 0.05, -0.08, 0.13, -0.09]}



{"formula": "C2H7N3O", "method": "ωB97M-V/def2-TZVPD", "e_tot_ev": -8701.823, "de_lowest_kj_mol": 429.7, "orbital_gap_ha": 0.361, "homo_energy_ev": -9.3, "elements": ["C", "C", "H", "H", "H", "H", "H", "H", "H", "N", "N", "N", "O"], "xyz": [[-0.5504, -1.1366, 0.3119], [0.2026, 1.2232, -0.0948], [-1.1525, -1.6958, -0.6393], [0.1793, -2.0281, 1.1518], [-1.3053, -0.3777, 1.0585], [2.1023, -1.2322, 0.0965], [1.6429, -1.1917, -1.4654], [-1.2360, 2.5507, 0.3315], [-1.8726, 0.9485, 0.4394], [0.4936, -0.1924, -0.2313], [1.7223, -0.5558, -0.6666], [-1.1807, 1.5085, -0.1165], [0.9545, 2.1793, -0.1755]], "lowdin_charge": [-0.10, -0.56, 0.12, 0.16, 0.11, 0.11, 0.08, 0.17, 0.05, -0.29, 0.03, 0.07, 0.04]}



{"formula": "C2H7N3O2", "method": "ωB97M-V/def2-TZVPD", "smiles": "NC(N)C[N+](=O)[O-]", "e_tot_ev": -10749.124, "de_lowest_kj_mol": 477.8, "orbital_gap_ha": 0.361, "homo_energy_ev": -9.4, "elements": ["C", "C", "N", "N", "N", "O", "O", "H", "H", "H", "H", "H", "H", "H"], "xyz": [[0.7084, -0.4711, -0.5708], [-0.1518, 0.5628, 0.4427], [0.4654, 0.7032, 1.7624], [-1.4009, 0.0137, 0.6409], [0.1823, -0.3903, -1.8961], [-0.1535, -1.4164, -2.4179], [0.1353, 0.7183, -2.3236], [1.8074, -0.0457, -0.5933], [0.6589, -1.4256, -0.0440], [-0.1572, 1.4262, -0.0986], [1.4203, 0.8854, 1.6080], [0.2453, -0.1470, 2.2380], [-2.2186, 0.5412, 0.3870], [-1.5413, -0.9547, 0.8651]], "lowdin_charge": [-0.05, -0.45, 0.07, 0.06, -0.47, 0.09, 0.09, 0.16, 0.12, 0.10, 0.05, 0.06, 0.09, 0.09]}



{"formula": "C2H7N3OP", "method": "ωB97M-V/def2-TZVPD", "spin_multiplicity": 3, "total_charge": 1, "e_tot_ev": -17984.881, "de_lowest_kj_mol": 0.0, "orbital_gap_ha": [0.281, 0.326], "homo_energy_ev": [-11.0, -15.5], "elements": ["C", "C", "N", "N", "N", "O", "P", "H", "H", "H", "H", "H", "H", "H"], "xyz": [[0.5397, -0.2818, -0.9361], [-1.8137, 0.8983, 2.0422], [0.1541, -0.6448, -2.1355], [1.7184, -0.8766, -0.4600], [-0.2228, 0.5743, -0.2525], [0.9294, 0.0848, 2.0220], [-0.2389, 0.7556, 1.5064], [-1.8941, 0.8335, 3.1076], [-2.6512, 1.4795, 1.5643], [0.6701, -1.4973, -2.4822], [-0.7950, -0.4316, -2.4316], [2.3207, -1.4396, -1.0715], [2.2500, -0.4662, 0.2544], [-0.9668, 1.0120, -0.7276]], "lowdin_charge": [-0.44, -0.09, 0.19, 0.20, -0.01, -0.30, 0.69, 0.04, 0.08, 0.17, 0.14, 0.14, 0.08, 0.10]}



{"formula": "C2H7N3OS", "method": "ωB97M-V/def2-TZVPD", "smiles": "CN(S)C(=O)NN", "e_tot_ev": -19539.283, "de_lowest_kj_mol": 53.8, "orbital_gap_ha": 0.372, "homo_energy_ev": -9.3, "elements": ["C", "C", "H", "H", "H", "H", "H", "H", "H", "N", "N", "N", "O", "S"], "xyz": [[-0.1857, -0.2256, 1.4956], [0.7117, 0.1269, -0.7952], [-0.8318, -0.9523, 1.0255], [0.3146, -0.7030, 2.3308], [-0.7947, 0.6128, 1.8964], [2.9597, 0.5176, 1.3813], [-0.2513, -0.9450, -2.1933], [-1.7861, 0.7755, -1.6101], [-2.3504, -0.7346, -1.3838], [0.8026, 0.3211, 0.5508], [-0.3757, -0.6643, -1.2230], [-1.6744, -0.1078, -1.0273], [1.5318, 0.5733, -1.6266], [1.9296, 1.4056, 1.1791]], "lowdin_charge": [-0.13, -0.59, 0.06, 0.07, 0.09, -0.10, 0.13, 0.12, 0.06, -0.49, -0.05, 0.00, 0.00, 0.83]}



{"formula": "C2H7N3S", "method": "ωB97M-V/def2-TZVPD", "e_tot_ev": -17487.864, "de_lowest_kj_mol": 487.0, "orbital_gap_ha": 0.338, "homo_energy_ev": -8.6, "elements": ["C", "C", "H", "H", "H", "H", "H", "H", "H", "N", "N", "N", "S"], "xyz": [[0.6412, 1.3127, 0.3413], [-0.0910, -1.2478, 0.2729], [1.7572, 1.9161, 0.2107], [0.5064, 1.4329, 1.5653], [-0.3786, 1.8341, -0.3692], [2.7180, -1.0603, -1.2144], [0.3602, -2.1007, 0.6444], [-3.1216, -0.5247, -0.5974], [-1.6324, 0.3428, -0.9741], [0.6254, -0.1350, -0.1886], [-1.4602, -1.1355, 0.4535], [-2.2380, -0.0039, -0.1773], [2.3136, -0.6306, 0.0330]], "lowdin_charge": [-0.21, -0.31, 0.10, 0.11, 0.13, -0.12, 0.04, 0.11, 0.04, -0.52, -0.05, -0.06, 0.74]}



{"formula": "C2H7N3S", "method": "ωB97M-V/def2-TZVPD", "smiles": "CN(S)/C=N\\N", "e_tot_ev": -17489.724, "de_lowest_kj_mol": 307.6, "orbital_gap_ha": 0.366, "homo_energy_ev": -9.2, "elements": ["C", "C", "H", "H", "H", "H", "H", "H", "H", "N", "N", "N", "S"], "xyz": [[0.4213, 1.1054, 0.4251], [-0.0870, -1.1567, 0.3414], [0.9874, 1.8686, -0.0659], [0.5312, 1.3045, 1.6103], [-0.6667, 1.4597, -0.0237], [2.9357, -0.5807, -1.2966], [0.3100, -1.7107, 1.2039], [-2.9341, -0.5322, -0.7562], [-1.3862, 0.1991, -1.1474], [0.7787, -0.2311, -0.1949], [-1.3138, -1.0897, 0.3787], [-2.0319, -0.0985, -0.4059], [2.4554, -0.5376, -0.0687]], "lowdin_charge": [-0.18, -0.40, 0.03, 0.13, 0.11, -0.17, 0.11, 0.10, 0.06, -0.55, -0.02, -0.02, 0.79]}



{"formula": "C2H7N3S2", "method": "ωB97M-V/def2-TZVPD", "e_tot_ev": -28322.326, "de_lowest_kj_mol": 513.9, "orbital_gap_ha": 0.317, "homo_energy_ev": -8.4, "elements": ["C", "C", "H", "H", "H", "H", "H", "H", "H", "N", "N", "N", "S", "S"], "xyz": [[-2.1807, 0.0147, -0.3780], [0.3052, -0.5931, 0.0703], [-3.1422, -0.8109, -0.8473], [-2.9059, 0.6741, 0.6771], [-1.5281, 0.5564, -1.3700], [-0.9790, -1.9267, -0.1809], [-0.1027, 1.0699, 1.2413], [2.7269, 1.5234, 0.2541], [2.5137, 0.1364, 0.6784], [-1.0321, -0.8813, 0.2312], [0.6715, 0.7676, 0.5008], [1.1312, -1.4265, -0.4596], [1.5639, 2.0027, -0.3138], [2.9583, -1.1066, -0.1036]], "lowdin_charge": [-0.15, -0.69, 0.13, 0.16, 0.13, 0.17, 0.13, -0.17, -0.13, -0.11, -0.48, -0.26, 0.70, 0.58]}



{"formula": "C2H7N4", "method": "ωB97M-V/def2-TZVPD", "total_charge": 1, "e_tot_ev": -8133.066, "de_lowest_kj_mol": 885.8, "orbital_gap_ha": [0.175, 0.187], "homo_energy_ev": [-13.9, -14.1], "elements": ["C", "C", "N", "N", "N", "N", "H", "H", "H", "H", "H", "H", "H"], "xyz": [[-1.3435, 0.1357, 0.4120], [-0.5754, 1.2551, -0.2987], [2.5988, -0.6269, 0.1362], [-0.6988, -1.0347, -0.0565], [0.1734, -0.7020, -1.0547], [0.2330, 0.5033, -1.1914], [-1.3278, 0.1143, 1.5608], [-2.3607, 0.3360, 0.2456], [-1.1299, 1.9000, -0.9129], [0.1348, 1.8890, 0.3018], [3.4064, -1.1514, -0.0836], [-1.2118, -1.9702, -0.0873], [2.1015, -0.6482, 1.0289]], "lowdin_charge": [-0.17, -0.14, 0.40, 0.01, 0.01, 0.04, 0.15, 0.11, 0.11, 0.15, 0.05, 0.20, 0.07]}